# 1
{"formula": "C11H18NSi", "method": "ωB97M-V/def2-TZVPD", "spin_multiplicity": 3, "total_charge": 1, "gap_ev": [6.91, 6.52], "symbols": ["C", "C", "C", "C", "C", "C", "C", "C", "C", "C", "C", "N", "Si", "H", "H", "H", "H", "H", "H", "H", "H", "H", "H", "H", "H", "H", "H", "H", "H", "H", "H"], "coordinates": [[-0.236, -0.775, -4.559], [0.457, 0.158, -3.725], [-1.057, -1.692, -3.938], [0.452, 0.040, -2.370], [-1.177, -1.698, -2.533], [-0.397, -0.866, -1.729], [-0.458, -0.948, -0.287], [0.219, -0.166, 0.691], [-1.628, 0.173, 2.125], [-0.176, -1.750, 2.685], [1.141, 2.648, -0.343], [-0.210, -0.372, 2.097], [1.686, 1.079, 0.460], [-0.204, -0.626, -5.643], [1.277, 0.786, -4.105], [-1.521, -2.566, -4.473], [1.045, 0.683, -1.832], [-1.825, -2.305, -2.060], [-1.215, -1.597, 0.194], [-2.248, -0.566, 1.765], [-2.004, 0.268, 3.158], [-1.455, 1.129, 1.745], [-0.725, -2.521, 2.174], [0.777, -2.258, 2.834], [-0.752, -1.645, 3.565], [0.188, 3.056, -0.585], [1.796, 3.356, 0.132], [1.571, 2.407, -1.386], [0.493, 0.084, 2.626], [2.803, 0.295, -0.022], [1.934, 1.399, 1.909]], "mulliken_spin": [0.283, -0.091, -0.093, 0.149, 0.251, 0.092, 0.551, 0.532, 0.057, 0.049, 0.027, 0.045, 0.007, 0.011, -0.002, -0.001, 0.054, 0.012, 0.051, 0.000, 0.007, -0.014, -0.002, -0.006, 0.001, 0.001, 0.000, 0.000, 0.016, 0.014, 0.002]}

---

# 2
{"formula": "C11H18O", "method": "ωB97M-V/def2-TZVPD", "de_lowest_kj_mol": 88.6, "smiles": "Cc1ccc(O)cc1.CC(C)C", "gap_ev": 9.25, "symbols": ["C", "C", "C", "C", "H", "H", "H", "H", "H", "H", "H", "H", "H", "H", "C", "C", "C", "C", "C", "C", "C", "O", "H", "H", "H", "H", "H", "H", "H", "H"], "coordinates": [[-1.406, 3.068, -1.187], [-0.430, 3.044, 0.029], [-0.543, 3.417, -2.424], [-2.019, 1.676, -1.400], [-2.147, 3.828, -0.963], [-0.506, 2.109, 0.597], [0.302, 2.740, -2.527], [-1.192, 3.361, -3.310], [-0.215, 4.462, -2.399], [-2.341, 1.390, -0.391], [-2.889, 1.685, -2.047], [-0.745, 3.821, 0.732], [0.636, 3.126, -0.192], [-1.252, 0.944, -1.643], [-0.828, -3.115, -0.476], [0.216, -2.623, 0.474], [1.442, -2.116, -0.014], [0.056, -2.712, 1.844], [2.527, -2.030, 0.828], [1.100, -2.376, 2.707], [2.337, -2.045, 2.212], [3.404, -1.696, 3.016], [-0.646, -4.106, -0.882], [-0.800, -2.516, -1.407], [1.452, -1.978, -1.089], [-0.897, -3.066, 2.224], [3.399, -1.625, 0.340], [0.835, -2.451, 3.749], [3.027, -1.255, 3.798], [-1.875, -2.960, -0.200]], "mulliken_charge": [0.625, -1.238, -1.439, -1.375, 0.335, 0.323, 0.370, 0.364, 0.375, 0.369, 0.389, 0.290, 0.326, 0.282, -1.341, 0.691, -0.538, -0.573, -0.544, -0.437, 0.584, -0.545, 0.298, 0.332, 0.351, 0.363, 0.344, 0.334, 0.325, 0.360]}

---

# 3
{"formula": "C11H18O", "method": "ωB97M-V/def2-TZVPD", "de_lowest_kj_mol": 407.9, "smiles": "C#C[C@](C)(O)CC/C=C(\\C)CC", "gap_ev": 9.38, "symbols": ["C", "C", "O", "C", "C", "C", "C", "C", "C", "C", "C", "C", "H", "H", "H", "H", "H", "H", "H", "H", "H", "H", "H", "H", "H", "H", "H", "H", "H", "H"], "coordinates": [[2.244, 2.190, -3.265], [1.863, 1.082, -2.871], [1.325, -1.224, -3.312], [-1.144, 0.220, 1.354], [-1.579, -0.438, 0.192], [0.312, 0.364, 1.732], [-2.304, 0.002, 3.678], [2.465, -0.684, -1.221], [-2.256, 0.642, 2.287], [-0.586, -1.088, -0.791], [0.005, 0.063, -1.721], [1.482, -0.164, -2.254], [2.376, 3.092, -3.769], [2.157, -1.774, -3.305], [-2.666, -0.448, -0.113], [0.519, -0.525, 2.320], [0.906, 0.570, 0.795], [0.549, 1.153, 2.415], [-3.028, 0.563, 4.263], [-2.602, -0.999, 3.519], [-1.312, -0.135, 4.207], [2.063, -1.444, -0.529], [3.459, -0.980, -1.648], [2.947, 0.231, -0.694], [-3.210, 0.380, 1.721], [-2.338, 1.725, 2.246], [0.085, -1.641, -0.116], [-1.044, -1.846, -1.429], [-0.596, 0.200, -2.547], [-0.094, 0.912, -1.143]], "mulliken_charge": [-0.145, -1.239, -0.620, 1.036, -0.755, -1.168, -1.151, -1.587, -0.722, -0.619, -1.608, 1.877, 0.519, 0.383, 0.160, 0.325, 0.087, 0.432, 0.326, 0.352, 0.293, 0.275, 0.567, 0.332, 0.230, 0.434, 0.244, 0.368, 0.670, 0.707]}

---

# 4
{"formula": "C11H18O", "method": "ωB97M-V/def2-TZVPD", "de_lowest_kj_mol": 53.4, "smiles": "Cc1ccc(O)cc1.CC(C)C", "gap_ev": 9.69, "symbols": ["C", "C", "C", "C", "H", "H", "H", "H", "H", "H", "H", "H", "H", "H", "C", "C", "C", "C", "C", "C", "C", "O", "H", "H", "H", "H", "H", "H", "H", "H"], "coordinates": [[0.445, -1.040, 1.683], [0.244, -2.008, 2.844], [1.668, -0.170, 1.912], [0.570, -1.836, 0.366], [-0.482, -0.471, 1.573], [-0.348, -2.890, 2.596], [2.604, -0.722, 1.922], [1.681, 0.539, 1.103], [1.570, 0.370, 2.843], [0.119, -1.371, -0.504], [1.614, -2.079, 0.164], [-0.328, -1.517, 3.627], [1.196, -2.266, 3.293], [0.019, -2.766, 0.456], [-1.276, 2.472, 0.474], [-0.871, 1.556, -0.673], [0.425, 1.648, -1.148], [-1.849, 0.769, -1.245], [0.718, 1.001, -2.356], [-1.536, 0.081, -2.418], [-0.289, 0.294, -2.984], [-0.087, -0.175, -4.296], [-0.483, 2.862, 1.103], [-1.989, 1.996, 1.160], [1.236, 2.156, -0.655], [-2.842, 0.653, -0.831], [1.705, 1.028, -2.794], [-2.188, -0.556, -2.997], [0.581, -0.851, -4.257], [-1.827, 3.293, 0.039]], "mulliken_charge": [1.284, -1.566, -1.294, -1.023, -0.113, 0.402, 0.430, 0.167, 0.374, -0.003, 0.270, 0.388, 0.322, 0.398, -1.802, 0.793, -0.464, -0.381, -0.486, -0.532, 0.260, -0.560, 0.347, 0.363, 0.489, 0.368, 0.369, 0.426, 0.318, 0.459]}

---

# 5
{"formula": "C11H19AlAsClN2O6S3", "method": "ωB97M-V/def2-TZVPD", "de_lowest_kj_mol": 91.0, "gap_ev": 8.30, "symbols": ["Al", "C", "As", "C", "C", "S", "H", "H", "H", "H", "H", "H", "H", "H", "H", "C", "C", "C", "C", "N", "C", "S", "N", "C", "H", "H", "H", "H", "H", "H", "H", "H", "O", "S", "O", "O", "O", "Cl", "C", "C", "O", "O", "H", "H"], "coordinates": [[-0.740, -0.952, -1.610], [-0.510, -3.456, 1.500], [1.099, -2.619, 0.828], [2.539, -3.907, 0.686], [1.660, -1.731, 2.486], [1.301, -0.925, -0.489], [-0.182, -4.346, 2.038], [-1.183, -3.726, 0.697], [-0.990, -2.752, 2.172], [2.520, -4.524, 1.584], [3.483, -3.371, 0.622], [2.378, -4.511, -0.200], [1.682, -2.425, 3.328], [0.958, -0.923, 2.686], [2.652, -1.303, 2.339], [-1.547, 4.703, -0.090], [-1.061, 3.466, 0.582], [-0.072, 3.426, 1.529], [0.254, 2.186, 2.097], [-0.395, 1.077, 1.778], [-1.327, 1.103, 0.829], [-2.178, -0.295, 0.359], [-1.653, 2.299, 0.251], [1.365, 2.057, 3.084], [-0.867, 5.532, 0.086], [-2.532, 4.963, 0.304], [-1.643, 4.524, -1.159], [0.446, 4.326, 1.824], [-2.270, 2.272, -0.554], [1.845, 3.015, 3.270], [2.092, 1.346, 2.686], [0.992, 1.646, 4.022], [-1.272, -4.077, -3.364], [-0.650, -3.220, -2.419], [-0.031, -1.971, -3.021], [-1.668, -2.479, -1.495], [0.298, -3.876, -1.526], [-1.610, 0.536, -5.481], [-0.321, 1.287, -4.499], [-0.949, 1.596, -3.153], [-1.439, 2.679, -2.900], [-0.954, 0.603, -2.314], [0.003, 2.189, -5.004], [0.477, 0.559, -4.391]], "mulliken_charge": [0.204, -0.955, 0.999, -1.088, -1.091, -0.476, 0.419, 0.301, 0.368, 0.393, 0.336, 0.353, 0.479, 0.176, 0.387, -1.298, 0.801, -0.972, 1.063, -0.211, -0.050, -0.393, 0.032, -1.221, 0.364, 0.304, 0.335, 0.367, 0.350, 0.377, 0.220, 0.316, -0.639, 1.028, -0.374, -0.406, -0.649, -0.183, -0.328, 0.606, -0.615, -0.201, 0.352, 0.218]}

---

# 6
{"formula": "C11H19BBrF2N2O11S2", "method": "ωB97M-V/def2-TZVPD", "total_charge": -1, "gap_ev": 8.28, "symbols": ["C", "C", "C", "Br", "S", "O", "O", "N", "S", "O", "O", "B", "O", "N", "C", "C", "H", "H", "H", "H", "H", "H", "H", "H", "H", "H", "H", "H", "H", "C", "C", "O", "C", "O", "O", "F", "H", "H", "H", "C", "C", "O", "C", "O", "O", "F", "H", "H", "H"], "coordinates": [[0.612, 2.629, 1.996], [-0.390, 3.055, 0.924], [-0.253, 2.397, -0.455], [1.048, 3.345, -1.535], [0.119, 0.624, -0.332], [-0.763, 0.187, 0.734], [1.538, 0.503, -0.087], [-0.387, -0.098, -1.636], [0.091, 0.192, -3.123], [-0.663, 1.293, -3.713], [1.536, 0.252, -3.299], [-0.439, -1.384, -4.011], [-0.965, -2.409, -3.266], [-0.255, -1.507, -5.424], [0.291, -0.369, -6.170], [0.338, -2.769, -5.872], [0.552, 3.331, 2.829], [0.375, 1.639, 2.374], [1.631, 2.640, 1.609], [-0.272, 4.130, 0.768], [-1.413, 2.900, 1.273], [-1.189, 2.433, -1.006], [-1.456, -3.020, -3.836], [1.308, -0.118, -5.856], [-0.339, 0.504, -6.023], [0.298, -0.618, -7.234], [1.377, -2.880, -5.541], [0.328, -2.803, -6.963], [-0.230, -3.625, -5.507], [1.592, -2.395, 0.694], [2.155, -3.797, 0.605], [2.463, -4.106, 1.952], [1.659, -3.339, 2.748], [1.532, -3.516, 3.918], [1.042, -2.400, 2.026], [3.293, -3.871, -0.133], [2.372, -1.639, 0.629], [0.820, -2.171, -0.036], [1.458, -4.547, 0.226], [-2.836, 1.846, 6.153], [-1.828, 1.301, 5.158], [-1.303, 2.483, 4.588], [-1.455, 3.501, 5.471], [-0.936, 4.562, 5.391], [-2.286, 3.121, 6.479], [-2.413, 0.557, 4.198], [-3.803, 1.978, 5.663], [-2.946, 1.246, 7.051], [-1.010, 0.728, 5.598]], "mulliken_charge": [-0.910, -0.541, -0.688, -0.101, 1.041, -0.660, -0.584, -0.154, 0.785, -0.679, -0.679, 0.422, -0.496, -0.005, -0.969, -0.944, 0.310, 0.161, 0.335, 0.442, 0.213, 0.590, 0.301, 0.343, 0.305, 0.297, 0.295, 0.347, 0.265, -0.219, 0.453, -0.364, 0.636, -0.562, -0.230, -0.287, 0.258, 0.029, 0.255, -0.426, 0.286, -0.141, 0.578, -0.498, -0.365, -0.276, 0.278, 0.279, 0.277]}

---

| no. | strongest force on any atom (eV Å⁻¹) |
| --- | --- |
| 1 | 4.2 |
| 2 | 2.5 |
| 3 | 4.6 |
| 4 | 2.5 |
| 5 | 1.6 |
| 6 | 0.8 |